Entry 1:
Formula: C5H19NO6
Source: the Open Molecules 2025 dataset
Level of theory: ωB97M-V/def2-TZVPD

Geometry as ORCA input:
```
! wB97M-V def2-TZVPD RIJCOSX def2/J DEFGRID3
* xyz 0 1
C 2.14126 0.70888 -2.01736
C 0.70495 0.33579 -1.79450
C -0.07804 0.35434 -0.66752
C -1.40928 0.07863 -1.06975
C -1.42226 -0.02067 -2.43616
N -0.12616 0.11391 -2.86282
H 2.46250 0.31436 -2.98167
H 2.24424 1.79495 -2.02953
H 2.78648 0.27859 -1.25400
H 0.23942 0.71660 0.29127
H -2.27627 0.09803 -0.43929
H -2.33114 -0.07469 -3.01710
H 0.19401 -0.03280 -3.80018
O 0.57369 1.19971 3.64742
H -0.33448 1.50560 3.79365
H 0.40404 0.26354 3.43798
O -0.08719 3.01093 1.60656
H 0.30358 3.71696 1.09153
H 0.39589 2.51695 2.28218
O -1.08826 -3.05456 -1.52430
H -0.96217 -2.32277 -2.13685
H -1.88111 -2.88423 -0.99783
O 1.12292 -1.95942 3.35028
H 1.65245 -1.23278 2.99268
H 1.03656 -2.50937 2.55580
O 0.99846 -3.31289 0.64993
H 1.68315 -3.59221 0.03263
H 0.41669 -2.80681 0.05992
O -2.64868 2.06878 1.36320
H -1.71932 2.36805 1.35825
H -2.99592 2.35862 0.51557
*
```

- Energy above the lowest of the compared OMol25 structures with the same formula, charge and spin: 1.249 eV
- Structure (SMILES): Cc1ccc[nH]1.O.O.O.O.O.O
- LUMO energy: 0.40 eV
- Highest occupied orbital energy: -8.51 eV
- Max |F|: 0.0267 Eh/bohr

Results of the Mulliken charge analysis, in e, for atoms 1 through 5:
1. C -1.22
2. C 0.22
3. C -0.41
4. C -0.07
5. C -1.27

=====

Entry 2:
Formula: C6H8N
Source: the Open Molecules 2025 dataset
Level of theory: ωB97M-V/def2-TZVPD

Geometry as ORCA input:
```
! wB97M-V def2-TZVPD RIJCOSX def2/J DEFGRID3
* xyz 1 1
C 1.18876 1.28193 -0.75243
C 0.93894 1.52462 0.53325
C -0.32276 0.78055 0.55320
C -1.39868 -0.15467 1.05529
C -0.13043 -0.83617 0.72279
C 0.19659 -1.05493 -0.67807
N 0.15086 0.40289 -0.99878
H 2.00665 1.48164 -1.44915
H 1.32452 2.20086 1.36827
H -2.12066 -0.40969 0.24008
H -1.62639 -0.12312 2.09699
H 0.65256 -1.07228 1.47253
H 1.10756 -1.53692 -0.98423
H -0.68470 -1.57638 -1.14896
H -0.17123 0.57101 -1.92334
*
```

- Energy above the lowest of the compared OMol25 structures with the same formula, charge and spin: 5.610 eV
- Structure (SMILES): C1=C[C@@]23C[C@H]2C[N@H+]13
- LUMO energy: -3.80 eV
- Highest occupied orbital energy: -13.88 eV
- Max |F|: 0.0745 Eh/bohr

Results of the Mulliken charge analysis, in e, for atoms 1 through 5:
1. C -0.41
2. C -0.42
3. C 0.29
4. C -0.36
5. C -0.01

=====

Entry 3:
Formula: C2H5IO
Source: the Open Molecules 2025 dataset
Level of theory: ωB97M-V/def2-TZVPD

Geometry as ORCA input:
```
! wB97M-V def2-TZVPD RIJCOSX def2/J DEFGRID3
* xyz 0 1
O -0.07044 0.17960 -1.58035
C 0.15388 0.75587 -0.34934
C 0.35845 -0.55980 0.78259
I -1.43391 -1.68308 0.95385
H -0.97116 -0.20753 -1.62206
H 0.89458 1.41509 -0.52253
H -0.54089 1.38813 0.10550
H 0.50374 -0.03843 1.69266
H 1.10577 -1.24985 0.53969
*
```

- Energy above the lowest of the compared OMol25 structures with the same formula, charge and spin: 0.993 eV
- Structure (SMILES): OCCI
- LUMO energy: 0.49 eV
- Highest occupied orbital energy: -9.52 eV
- Max |F|: 0.1124 Eh/bohr

Results of the Mulliken charge analysis, in e, for atoms 1 through 5:
1. O -0.48
2. C -0.59
3. C -0.74
4. I 0.02
5. H 0.32

=====

Entry 4:
Formula: C5H9O9V
Source: the Open Molecules 2025 dataset
Level of theory: ωB97M-V/def2-TZVPD

Geometry as ORCA input:
```
! wB97M-V def2-TZVPD RIJCOSX def2/J DEFGRID3
* xyz -2 1
O -23.14392 18.82171 13.41554
V -22.15100 19.49975 12.32607
O -22.35093 18.81175 10.96262
C -19.68577 19.68820 13.27369
O -20.63669 20.58789 13.44426
O -20.11521 18.58917 12.67939
O -18.46706 20.01350 13.21753
O -25.38998 22.13380 11.20556
C -24.04307 21.95747 10.93622
O -23.55966 22.58614 9.98329
O -23.46274 21.18240 11.73062
H -25.61947 22.87779 10.63727
C -24.86130 23.55186 14.84880
C -24.95627 22.05269 14.87115
C -23.85829 21.32395 15.62353
O -26.30942 21.66975 15.32592
H -25.78842 24.01993 14.50979
H -24.10638 23.90581 14.14440
H -24.60495 23.93599 15.84191
H -24.98129 21.62157 13.86601
H -24.14297 20.27151 15.67771
H -23.50931 21.71809 16.57927
H -22.99563 21.31593 14.95112
H -26.33363 20.71001 15.28858
*
```

- Energy above the lowest of the compared OMol25 structures with the same formula, charge and spin: 0.000 eV
- LUMO energy: 5.28 eV
- Highest occupied orbital energy: -1.58 eV
- Max |F|: 0.0843 Eh/bohr

Results of the Mulliken charge analysis, in e, for atoms 1 through 5:
1. O -0.78
2. V 1.52
3. O -0.70
4. C 1.01
5. O -0.75

=====

Which value of LUMO energy does entry 4 give?
5.28 eV